[1]
The following is a quantum chemistry calculation of C3H3IrO2 as an isolated structure in a non-equilibrium geometry, from the Open Molecules 2025 dataset.

Results
* HOMO-LUMO gap (alpha / beta): 0.2456 / 0.2609 Ha
* spin multiplicity: 5
* LUMO energy (alpha / beta): -1.012 / -2.282 eV
* HOMO energy (alpha / beta): -7.7 / -9.4 eV
* total charge: 0

CARTESIAN COORDINATES (ANGSTROEM)
H: -1.0188 -1.0769 1.1677
O: 0.7818 -0.1452 -1.3904
O: 0.7568 2.0432 1.2175
C: -0.0589 0.4154 -0.4034
C: -0.6856 -0.9140 -0.0045
C: 0.8826 0.9219 0.7349
H: -0.7222 1.2101 -0.7994
H: -1.3094 -1.3453 -0.8037
Ir: 1.3738 -1.1094 0.2813

Atoms 1-2, force components in eV/Å:
0.088 0.576 -3.174
0.665 1.424 -1.158

Atomic charges from the natural (NBO) analysis, expressed in e, are listed below:
1 H 0.219
2 O -0.663
3 O -0.452
4 C -0.154
5 C -0.587
6 C 0.309
7 H 0.256
8 H 0.240
9 Ir 0.831



[2]
The following is a quantum chemistry calculation of C3H3KO3 as an isolated structure in a non-equilibrium geometry, from the Open Molecules 2025 dataset.

Results
* HOMO-LUMO gap: 0.1968 Ha
* spin multiplicity: 1
* LUMO energy: -0.903 eV
* HOMO energy: -6.3 eV
* total charge: 0

CARTESIAN COORDINATES (ANGSTROEM)
H: -0.5511 1.8129 -0.8381
C: -2.0031 0.2399 0.4325
C: -0.8854 0.4007 -0.1353
O: 0.2054 -0.3936 -0.3196
C: 1.4354 0.0047 0.0861
O: 1.6571 0.7218 1.0194
O: 2.3088 -0.5825 -0.7042
H: -2.9407 0.7817 0.3281
H: 3.2056 -0.4215 -0.3811
K: -2.4320 -2.5641 0.5122

Atoms 1-2, force components in eV/Å:
-0.411 -3.241 1.366
-1.976 -2.418 0.827

Atomic charges from the natural (NBO) analysis, expressed in e, are listed below:
1 H -0.065
2 C -0.773
3 C 0.107
4 O -0.568
5 C 0.988
6 O -0.602
7 O -0.670
8 H 0.202
9 H 0.499
10 K 0.882



[3]
The following is a quantum chemistry calculation of C3H3LaLiO2 as an isolated structure in a non-equilibrium geometry, from the Open Molecules 2025 dataset.

Results
* HOMO-LUMO gap: 0.2159 Ha
* spin multiplicity: 1
* LUMO energy: -5.067 eV
* HOMO energy: -10.9 eV
* total charge: +1

CARTESIAN COORDINATES (ANGSTROEM)
O: -0.2617 -2.0360 3.5880
Li: 0.5685 -2.7679 4.8697
C: -0.6005 0.2047 -0.4043
C: 0.3613 1.1495 -0.5901
O: -0.6644 -0.1528 -1.7893
C: 0.2504 0.9354 -2.0733
H: 0.8475 1.8925 0.0391
H: 1.1445 0.5769 -2.6076
H: -0.2388 1.7214 -2.6700
La: -1.4067 -1.5236 1.6378

Atoms 1-2, force components in eV/Å:
-2.184 0.915 -3.839
0.021 0.125 -0.014

Atomic charges from the Mulliken analysis, expressed in e, are listed below:
1 O -1.085
2 Li 0.876
3 C -0.518
4 C -0.171
5 O -0.387
6 C -0.216
7 H 0.318
8 H 0.213
9 H 0.207
10 La 1.763